Run one
Formula: C3H10N2S
Source: the Open Molecules 2025 dataset
Level of theory: the ωB97M-V functional and the def2-TZVPD basis

## Properties
Orbital gap (spin up / spin down) ... 0.2315 / 0.1393 hartree

Structure (ORCA input):
```
! RIJCOSX wB97M-V def2-TZVPD def2/J DEFGRID3
* xyz 1 2
C -0.2891 -0.3228 -0.5751
C -1.8359 0.0731 1.1940
C 0.5807 0.9105 -0.9601
H 5.4288 0.7395 -1.8555
H -2.4845 -1.4379 2.6087
H 0.2847 1.3150 -1.9311
S 2.2573 0.4540 -1.0191
H 0.3251 1.7180 -0.2574
H -0.3271 -0.9008 -1.5043
H -1.6260 -1.9270 1.1231
H 0.2588 -0.9466 0.1461
N -1.9378 -1.2161 1.7849
H -1.0538 0.7155 1.6355
H -2.7684 0.6075 1.4639
N -1.6733 -0.1104 -0.2289
H 4.8606 0.3284 -1.6246
*
```

Run two
Formula: C3H10N2S
Source: the Open Molecules 2025 dataset
Level of theory: the ωB97M-V functional and the def2-TZVPD basis

## Properties
Orbital gap (spin up / spin down) ... 0.2892 / 0.1341 hartree

Structure (ORCA input):
```
! RIJCOSX wB97M-V def2-TZVPD def2/J DEFGRID3
* xyz 1 2
C 2.3800 1.3008 1.3345
H 1.9092 0.3467 -0.2935
H 0.1635 2.5128 0.1090
H -0.4091 0.9722 -0.4888
H -0.3475 1.3341 1.3158
H 3.8975 0.9016 2.2987
C -3.1053 -0.6429 -1.2292
N 1.5422 1.0415 0.3219
H -2.6755 0.2832 -1.5670
H -1.3142 -1.5464 0.2070
H -3.7617 -1.0307 -2.0669
S -1.7679 -1.9119 -0.9745
N 3.5932 0.8219 1.3289
H 2.0110 1.8833 2.1688
C 0.1576 1.4222 0.3388
H -3.7278 -0.5918 -0.3109
*
```

Which of them is most stable, and which least? Most stable: run two; least stable: run one.

Run one
Formula: C5H3NO
Source: the Open Molecules 2025 dataset
Level of theory: the ωB97M-V functional and the def2-TZVPD basis

## Properties
Orbital gap ... 0.3447 hartree
Structure (SMILES) ... C#CC(=C=N)C=O

Structure (ORCA input):
```
! RIJCOSX wB97M-V def2-TZVPD def2/J DEFGRID3
* xyz 0 1
C -1.1518 0.4388 0.4736
H 2.9260 1.2134 0.3253
N 2.1737 1.2501 -0.3575
C 0.0263 -0.0893 -0.1411
C 0.0523 -1.4487 -0.7287
H -3.0544 1.2185 1.4438
C 1.1642 0.6086 -0.1927
O 1.0348 -1.9566 -1.2210
H -0.9203 -1.9753 -0.6751
C -2.1621 0.8489 0.9877
*
```

Run two
Formula: C5H3NO
Source: the Open Molecules 2025 dataset
Level of theory: the ωB97M-V functional and the def2-TZVPD basis

## Properties
Orbital gap ... 0.3527 hartree

Structure (ORCA input):
```
! RIJCOSX wB97M-V def2-TZVPD def2/J DEFGRID3
* xyz 0 1
O -1.7943 0.3017 0.1219
C -2.6059 1.3350 0.2172
C -0.4888 0.6342 -0.0631
C 2.8052 -0.4859 0.2774
H 0.0596 -0.8528 -1.3517
H -0.2837 -1.5282 0.2385
N -3.3791 2.1916 0.2966
H 3.8424 -0.3630 0.5025
C 1.6349 -0.5963 0.0267
C 0.2047 -0.6831 -0.2682
*
```

Run three
Formula: C5H3NO
Source: the Open Molecules 2025 dataset
Level of theory: the ωB97M-V functional and the def2-TZVPD basis

## Properties
Orbital gap ... 0.3272 hartree

Structure (ORCA input):
```
! RIJCOSX wB97M-V def2-TZVPD def2/J DEFGRID3
* xyz 0 1
C 0.0224 -0.1667 1.1596
O 2.2809 -0.2306 0.3182
C 1.1226 -0.1042 0.0797
C -1.0108 0.1889 -0.7241
C 0.3625 0.1426 -1.2317
N -0.5446 -0.2680 2.2050
H 0.5672 -0.6754 -1.9321
C -1.8920 0.1403 0.1475
H 0.7169 1.0728 -1.6903
H -1.6251 -0.0996 1.6682
*
```

Run four
Formula: C5H3NO
Source: the Open Molecules 2025 dataset
Level of theory: the ωB97M-V functional and the def2-TZVPD basis

## Properties
Orbital gap ... 0.3488 hartree
Structure (SMILES) ... C#CC#N.C=C=O

Structure (ORCA input):
```
! RIJCOSX wB97M-V def2-TZVPD def2/J DEFGRID3
* xyz 0 1
C 0.3962 -1.6888 -1.0041
C 1.5688 -0.6643 2.2421
H 0.2168 -2.1621 -2.0066
H 1.3784 -1.9585 -0.6296
C 0.4994 -1.1269 2.9729
C -0.6575 -1.4648 3.1895
N 2.6224 -0.3820 1.8830
C -0.3622 -0.8033 -0.5113
H -1.5082 -1.8399 3.6390
O -0.9509 0.0401 -0.0001
*
```

Which of them is most stable, and which least? Most stable: run one; least stable: run three.

Run one
Formula: C5H3NO
Source: the Open Molecules 2025 dataset
Level of theory: the ωB97M-V functional and the def2-TZVPD basis

## Properties
Orbital gap ... 0.3749 hartree
Structure (SMILES) ... C#CCC(=O)C#N

Structure (ORCA input):
```
! RIJCOSX wB97M-V def2-TZVPD def2/J DEFGRID3
* xyz 0 1
C -0.1704 -0.7899 -0.4541
H 3.1548 0.0634 0.9884
H -0.3258 -1.8428 -0.2029
N -1.2495 2.5727 -0.5234
O -2.0050 -0.3584 1.0790
C 2.1909 -0.1016 0.5633
C -1.2458 0.0483 0.2383
H -0.2115 -0.6736 -1.5448
C -1.2878 1.4681 -0.1842
C 1.1501 -0.3861 0.0405
*
```

Run two
Formula: C5H3NO
Source: the Open Molecules 2025 dataset
Level of theory: the ωB97M-V functional and the def2-TZVPD basis

## Properties
Orbital gap ... 0.3524 hartree
Structure (SMILES) ... N#CC1=C[C@@H]2O[C@H]12

Structure (ORCA input):
```
! RIJCOSX wB97M-V def2-TZVPD def2/J DEFGRID3
* xyz 0 1
N -1.9269 -2.5417 0.7505
H -1.3859 1.3787 0.8225
O 0.9260 0.4824 -1.5634
C 0.9550 -0.2831 -0.3841
C 0.7064 1.1488 -0.3013
C -0.6602 0.8043 0.2672
C -0.4927 -0.5111 0.0785
H 1.8174 -0.8173 -0.0109
H 1.3523 1.9787 -0.0508
C -1.2913 -1.6397 0.3917
*
```

Which of them is most stable, and which least? Most stable: run one; least stable: run two.

Run one
Formula: C5H3NO
Source: the Open Molecules 2025 dataset
Level of theory: the ωB97M-V functional and the def2-TZVPD basis

## Properties
Orbital gap ... 0.3573 hartree
Structure (SMILES) ... N#Cc1ccco1

Structure (ORCA input):
```
! RIJCOSX wB97M-V def2-TZVPD def2/J DEFGRID3
* xyz 0 1
H -0.3395 -0.8857 -1.7861
N -2.6111 1.9500 -0.5154
C 1.0232 -1.0607 -0.0735
C 1.2148 -0.2041 0.9862
O 0.3308 0.8088 0.9419
C -1.6286 1.3695 -0.3248
H 0.5316 -2.0180 -0.0105
H 1.9273 -0.1121 1.7988
C -0.4532 0.6022 -0.1568
C 0.0047 -0.4500 -0.8598
*
```

Run two
Formula: C5H3NO
Source: the Open Molecules 2025 dataset
Level of theory: the ωB97M-V functional and the def2-TZVPD basis

## Properties
Orbital gap ... 0.3710 hartree
Structure (SMILES) ... C#Cc1cnoc1

Structure (ORCA input):
```
! RIJCOSX wB97M-V def2-TZVPD def2/J DEFGRID3
* xyz 0 1
C 1.1472 0.4775 -0.1662
H -1.9089 0.3689 0.9730
C -0.8499 0.4744 0.6206
H -1.2474 -3.3175 -1.7691
H 2.0510 0.4699 -0.7733
C -0.7714 -2.3910 -1.4956
C -0.0324 -0.2416 -0.2638
N 1.0991 1.4242 0.7342
C -0.3331 -1.3869 -0.9759
O -0.1938 1.3644 1.2645
*
```

Run three
Formula: C5H3NO
Source: the Open Molecules 2025 dataset
Level of theory: the ωB97M-V functional and the def2-TZVPD basis

## Properties
Orbital gap ... 0.3786 hartree
Structure (SMILES) ... N#Cc1ccoc1

Structure (ORCA input):
```
! RIJCOSX wB97M-V def2-TZVPD def2/J DEFGRID3
* xyz 0 1
H 0.6683 1.7852 1.0802
C -0.5029 -0.9923 -0.2374
C 0.1149 1.0887 0.4211
N 3.1319 0.0651 -0.3516
C 0.5998 -0.1320 0.0968
H -2.6239 -0.5088 -0.4421
C 2.0121 -0.1165 -0.1181
O -1.3039 1.0650 0.2037
C -1.6040 -0.2061 -0.1900
H -0.4923 -2.0483 -0.4627
*
```

Which of them is most stable, and which least? Most stable: run three; least stable: run two.

Run one
Formula: C5H9N2S
Source: the Open Molecules 2025 dataset
Level of theory: the ωB97M-V functional and the def2-TZVPD basis

## Properties
Orbital gap (spin up / spin down) ... 0.2763 / 0.2763 hartree

Structure (ORCA input):
```
! RIJCOSX wB97M-V def2-TZVPD def2/J DEFGRID3
* xyz 1 1
N -1.2856 -0.1372 -0.5735
H 2.6600 0.6946 0.0107
C -0.0718 0.2617 -1.0220
H -1.8051 -1.9431 0.5599
H -1.9665 -2.0347 -1.2924
C 0.8891 1.5141 0.9334
C 0.8439 -0.8501 -0.8873
H 0.1061 1.3647 -1.3395
H -0.9619 1.9837 1.3463
H 1.9349 -0.7169 -1.1531
H 0.2788 -3.0340 -0.4086
H -2.1937 0.3576 -0.5831
C -1.3356 -1.5852 -0.3753
N 0.0035 2.0425 1.6864
H 0.1962 2.6166 2.5231
S 2.5992 1.4270 1.0436
C 0.1085 -1.9612 -0.4690
*
```

Run two
Formula: C5H9N2S
Source: the Open Molecules 2025 dataset
Level of theory: the ωB97M-V functional and the def2-TZVPD basis

## Properties
Orbital gap ... 0.3556 hartree
Structure (SMILES) ... CC1=N[C@H]2[NH2+][C@H]2SC1

Structure (ORCA input):
```
! RIJCOSX wB97M-V def2-TZVPD def2/J DEFGRID3
* xyz 1 1
C 2.5238 -0.4393 0.3340
N -1.9279 1.0057 -0.6766
H -2.5658 0.2381 1.3838
H 3.1988 -0.3525 -0.4645
H 0.0417 -1.2563 -1.6117
C 1.1087 -0.0769 -0.0134
C 0.3408 -1.2506 -0.4991
H -1.8751 0.6000 -1.6936
H 2.6223 -1.3693 0.8336
C -0.9129 1.2733 0.4108
S -1.2839 -1.5155 0.3102
C -1.8376 0.1562 0.5326
H -1.0940 2.2801 0.8690
H 2.9037 0.1358 1.1650
H -2.6487 1.7492 -0.8099
N 0.5691 1.0563 0.2447
H 0.8368 -2.2343 -0.3148
*
```

Which of them is most stable, and which least? Most stable: run two; least stable: run one.

Run one
Formula: C5H17N2O
Source: the Open Molecules 2025 dataset
Level of theory: the ωB97M-V functional and the def2-TZVPD basis

## Properties
Orbital gap ... 0.4000 hartree

Structure (ORCA input):
```
! RIJCOSX wB97M-V def2-TZVPD def2/J DEFGRID3
* xyz 1 1
H -2.6868 1.9818 0.4860
C 0.4830 -1.9890 -1.0838
H 0.5001 -1.3710 0.9667
H -0.4539 0.8709 1.9237
H 1.0201 0.4963 -1.3732
H 2.7719 2.7439 1.2775
N -1.7136 2.0767 0.7351
H 1.2912 0.9090 0.2593
O 2.4039 1.8699 1.4115
H -1.0544 -1.8687 0.4712
H -1.7463 2.6946 1.5428
H -1.3864 0.0649 -0.9045
H -1.0278 -3.5630 -1.2442
N 0.6185 0.8920 -0.5220
C -0.6037 0.1232 -0.1503
H 0.7908 -1.2446 -1.8383
C -0.1828 -1.3392 0.1335
H 1.4632 -2.4133 -0.8758
H -1.0234 -2.4101 -2.6196
H 2.6440 1.4935 2.2620
H 0.1331 -3.5951 -2.5365
H -1.9676 0.0923 1.4523
C -1.1687 0.7540 1.1111
H 0.3055 1.8582 -0.6622
C -0.4066 -2.9331 -1.8819
*
```

Run two
Formula: C5H17N2O
Source: the Open Molecules 2025 dataset
Level of theory: the ωB97M-V functional and the def2-TZVPD basis

## Properties
Orbital gap ... 0.3793 hartree

Structure (ORCA input):
```
! RIJCOSX wB97M-V def2-TZVPD def2/J DEFGRID3
* xyz 1 1
H 2.3253 -0.4165 -2.2591
C -1.1163 1.8904 1.8251
H 1.9841 0.8399 0.1265
N 0.5841 0.0509 1.5528
H -0.2942 -2.6632 -0.3585
O -2.1092 -0.5820 -2.1877
H 0.9077 1.8847 2.5497
H -3.0632 -0.6760 -2.2602
H -0.9993 -1.3183 -0.9898
H -0.4756 -1.3186 0.6295
H -1.1848 1.7690 0.7402
C 1.0746 -0.9862 -0.6175
H -1.8079 -0.0274 -2.9132
H -1.0650 2.9642 1.9805
H 0.2831 0.9524 -0.3012
H 1.8372 -1.6514 -0.2130
C 0.0958 1.1652 2.3893
H 0.6671 0.0524 -2.4652
H -0.1192 0.7238 3.3597
C 1.3020 -0.7500 -2.0929
H 1.1586 -1.6652 -2.6623
C 1.0215 0.3255 0.2050
H -2.0547 1.5066 2.2212
N -0.2496 -1.6452 -0.3356
H 1.2979 -0.4247 2.0767
*
```

Which of them is most stable, and which least? Most stable: run two; least stable: run one.